5 unconnected molecules or ions with the total composition C32H75N5O10, computed with the ωB97M-V functional and the def2-TZVPD basis.

Element x y z (Å)
H 0.3441 2.7083 -5.1092
C -5.2311 -3.0073 2.7522
H -0.3607 -3.4852 5.7197
C 3.4010 -2.8980 -2.9470
H -4.9770 -3.5057 6.1840
H -1.9368 -1.0497 -3.8586
C 0.0245 -2.6469 5.0540
C 4.2452 -2.7281 1.7427
H 2.6899 -2.9045 -2.1174
H 3.2161 -2.0324 -3.5911
H 4.2838 -6.5337 -0.1126
H 6.0314 -2.7622 -0.2228
H -3.9422 -0.7929 -6.7145
H 2.1609 0.6407 4.8930
C -0.1015 2.9764 -4.1460
H -2.9288 -0.9585 5.2976
H -3.0516 -3.7433 3.8128
H 0.8885 4.1561 -0.6100
H 5.4460 -5.2068 -0.2801
C 0.3562 2.0282 -3.0396
H -1.2909 5.8172 5.9634
O -5.3362 -3.4351 1.5955
H 5.9778 -4.0747 1.5337
H 1.2200 5.9930 -4.3300
H 0.6509 -5.1795 4.6817
H -1.1516 -2.1919 -4.9677
H -6.8051 -4.1623 3.8952
H 3.5701 -2.9602 -0.1543
H 2.2777 4.5207 -1.6859
H -6.1101 1.6508 -8.4833
C 4.4340 -5.4631 0.0420
C 5.0869 -1.6784 -1.7999
H -0.6273 6.7034 3.8273
O -1.5948 -0.3091 -5.7301
H 1.9320 0.2478 -1.7841
H 0.7556 3.7546 5.5994
H 4.3411 -0.8924 -1.9567
H 3.2598 -3.8060 -3.5352
H -1.6387 1.0581 5.8058
H 0.5823 -1.8254 5.6426
H -1.3825 -2.4711 3.2822
H 1.9222 2.0031 6.0041
H 0.9013 -2.7012 2.9480
C -6.0856 -3.2999 4.0788
C -1.9133 -1.4097 -4.8885
H -2.0761 3.3949 6.2517
C -1.1848 3.1481 5.6673
H 0.8920 4.8631 -5.6590
O 0.2298 1.2870 5.0346
H 2.1380 4.4782 -4.4309
C -4.8245 -3.5876 5.0607
H 1.4136 -5.1644 3.2254
H -0.4383 -0.2511 -7.4016
H -2.2562 -2.4877 6.2062
H -1.1806 5.0748 3.5187
H 3.6952 -4.9399 -0.5686
O 0.1691 4.3310 -3.7844
H 0.9446 1.9933 -0.1999
N -0.1126 4.0839 6.0076
O 4.7385 -2.8916 -2.4659
N 1.8169 1.9800 -2.9574
C -3.5778 -2.8693 4.3441
H -1.3127 -1.7722 -7.2115
O 4.2172 -5.1868 1.4177
C -2.4989 -0.1108 -7.9740
C 2.0175 1.9074 -0.4048
C -4.7307 1.4561 -5.5417
C 1.4937 1.0645 5.6456
N -3.7780 -0.7727 -7.7153
H 0.4466 6.0691 5.9359
O 2.6802 3.1503 -0.1889
H -4.7542 -0.0872 -9.4380
C -4.9181 -0.1118 -8.3549
H 1.7757 4.0774 2.1424
H -4.4658 2.0197 -8.0201
H -4.4228 0.4659 -5.1994
H 6.0257 -1.3335 -2.2437
H 3.2444 -2.8146 2.1776
H -5.7867 -0.7563 -8.1847
H 3.3998 1.2081 -1.8831
H 1.4048 0.3537 6.4736
N 0.6672 -4.7061 3.7660
H -4.6081 -4.7018 4.8882
H -0.9523 -0.8362 4.0187
H -1.1871 2.8892 -4.2511
C 4.9541 -4.0779 1.9237
C -5.2766 1.2991 -7.8663
C 1.9721 4.2865 -0.6641
H -2.8951 -1.8182 -5.1384
H -6.5443 -2.3350 4.5069
H 1.6481 3.5659 3.8203
H 5.7642 -1.0444 0.1419
H 2.2476 5.1393 -0.0397
H -3.8675 2.0216 -5.9011
H -5.1524 1.9806 -4.6816
H -0.4524 1.5866 7.0006
C 2.3122 1.2756 -1.7727
H 0.2025 3.5397 2.7553
H -2.5626 0.9637 -7.7695
C -1.3930 -0.6871 -7.0916
H 2.1287 -3.1476 4.3038
H 2.1774 2.9279 -2.9383
H 2.4135 1.2260 0.3556
O -5.7492 1.3405 -6.5237
H 4.7731 -1.9626 2.3226
C -0.7715 1.7078 5.9604
C -0.3562 5.4458 5.5286
C -0.3868 5.6504 4.0075
O -4.2062 -2.1086 3.2543
O 0.8702 5.4289 3.3762
H -1.4395 3.2102 4.6036
C 1.1614 4.9376 -4.6006
H 5.0454 -4.2512 3.0012
C 1.0389 -3.2551 3.9501
N 4.0624 -2.2460 0.3714
C 5.3189 -1.9347 -0.3117
H -2.2291 -0.2478 -9.0253
H -0.0799 2.3794 -2.0978
C -1.1752 -1.9214 4.2762
C -2.5229 -2.0345 5.1987
C 1.1181 4.0776 3.0141
H -0.0260 1.0241 -3.2452

Atoms 1-6, force components in eV/Å:
0.13 0.07 0.10
-0.54 0.13 -0.67
0.57 1.15 -0.76
0.32 -0.12 -0.03
0.08 0.56 -1.57
0.00 0.04 -0.10

Values from the calculation:
Spin multiplicity ... 1
Net charge ... 0
SMILES ... NCCCC[C@H]1CCC(=O)O1.COCCNCCOC.COCCNCCOC.COCCNCCOC.COCCNCCOC
LUMO ... 0.021 Eh
Kohn-Sham gap ... 9.192 eV
Max |F| ... 4.655 eV Å⁻¹